Here is an isolated molecule of C16H17FO3S from the OMol25 dataset. Energies are from the ωB97M-V functional and the def2-TZVPD basis.

The geometry in XYZ format:
```
38
Properties=species:S:1:pos:R:3:nbo_charge:R:1
C -1.19 2.65 3.15 -0.629
C -0.48 1.37 2.67 -0.072
O -0.77 0.29 3.52 -0.527
C 0.28 -0.70 3.54 -0.085
C 0.64 -1.09 2.12 -0.198
C -0.28 -1.64 1.35 0.374
F -1.51 -1.89 1.77 -0.287
C 0.09 -1.97 -0.08 0.495
O -0.29 -2.97 -0.64 -0.477
C 1.02 -0.95 -0.70 -0.079
C 0.90 -0.57 -2.02 0.030
C -0.14 -1.07 -3.01 -0.451
C -1.24 0.03 -3.21 -0.401
C -2.69 -0.39 -2.94 -0.508
S -3.01 -1.19 -1.34 -0.042
C 1.80 0.38 -2.47 -0.200
C 2.77 0.91 -1.68 -0.186
C 2.88 0.54 -0.36 -0.178
C 1.99 -0.38 0.11 -0.127
C 2.00 -0.82 1.55 0.555
O 3.02 -0.97 2.20 -0.504
H -1.43 2.55 4.21 0.224
H -2.13 2.83 2.62 0.209
H -0.53 3.52 3.05 0.211
H -0.83 1.20 1.64 0.160
H 0.59 1.61 2.59 0.162
H -0.15 -1.54 4.09 0.216
H 1.11 -0.25 4.09 0.199
H -0.55 -2.04 -2.74 0.257
H 0.39 -1.19 -3.95 0.218
H -1.21 0.40 -4.24 0.213
H -0.99 0.88 -2.57 0.205
H -3.09 -1.06 -3.69 0.227
H -3.29 0.53 -2.94 0.218
H -2.49 -0.34 -0.43 0.113
H 1.74 0.73 -3.49 0.214
H 3.46 1.65 -2.06 0.219
H 3.63 0.94 0.31 0.234
```

Calculated values
HOMO energy = -9.07 eV
Largest force on an atom = 1.81 eV/Å
Charge = 0
Energy relative to the best compared isomer or geometry (same formula, charge and spin) = 0.000 eV
LUMO level = -0.786 eV
2S+1 = 1
HOMO-LUMO gap = 0.3043 Ha
SMILES string = CCOCC1=C(F)C(=O)c2c(CCCS)cccc2C1=O



Here is a structure of composition C16H17FeN4Te4 from the OMol25 dataset. Energies are from the ωB97M-V functional and the def2-TZVPD basis.

The geometry in XYZ format:
```
42
Properties=species:S:1:pos:R:3:nbo_charge:R:1
Fe 0.29 -1.24 -0.29 0.378
Te 1.84 -0.22 -2.11 -0.023
Te 2.89 -1.53 0.01 -0.245
Te 0.30 -5.67 -2.71 -0.544
Te 0.78 -3.23 -1.78 0.090
C 1.50 1.58 1.13 -0.252
N 0.41 0.71 0.69 -0.497
C -0.74 1.29 0.58 0.150
C -1.79 0.67 -0.14 -0.047
C -3.11 1.06 -0.41 -0.277
C -3.60 0.10 -1.30 -0.347
C -2.56 -0.81 -1.53 -0.052
N -1.46 -0.46 -0.83 -0.510
C 2.38 2.13 0.02 -0.031
C 1.85 2.30 -1.26 -0.231
C 2.61 3.02 -2.20 -0.237
C 3.96 3.24 -1.98 -0.221
C 4.54 2.85 -0.78 -0.234
C 3.74 2.33 0.23 -0.205
H 2.13 1.03 1.84 0.213
H 1.07 2.44 1.66 0.180
H -0.90 2.30 0.99 0.165
H -3.62 1.92 0.00 0.204
H -4.59 0.06 -1.74 0.205
H -2.55 -1.67 -2.18 0.200
H 0.77 2.43 -1.30 0.223
H 2.14 3.34 -3.12 0.204
H 4.56 3.73 -2.74 0.202
H 5.60 3.00 -0.61 0.203
H 4.17 2.09 1.19 0.204
C -2.18 -3.66 0.34 -0.666
C -1.79 -2.62 1.33 0.425
N -0.63 -2.00 1.44 -0.511
C -0.73 -1.20 2.56 -0.060
C -1.96 -1.32 3.12 -0.119
N -2.62 -2.23 2.32 -0.514
H -2.27 -3.24 -0.65 0.259
H -3.14 -4.11 0.62 0.206
H -1.42 -4.44 0.29 0.260
H 0.10 -0.61 2.89 0.222
H -2.41 -0.86 3.98 0.213
H -3.57 -2.54 2.42 0.415
```

Calculated values
HOMO energy (spin up / spin down) = -2.98 / -2.97 eV
Largest force on an atom = 3.19 eV/Å
Charge = -1
LUMO level (spin up / spin down) = 1.489 / 1.484 eV
2S+1 = 1
HOMO-LUMO gap (spin up / spin down) = 0.1642 / 0.1637 Ha



Here is a cluster of 2 separate species, C16H17N in total from the OMol25 dataset. Energies are from the ωB97M-V functional and the def2-TZVPD basis.

The geometry in XYZ format:
```
34
Properties=species:S:1:pos:R:3:nbo_charge:R:1
C 0.42 -2.58 -0.91 -0.628
C -2.63 -0.74 -1.68 -0.193
C -2.21 0.41 -2.37 -0.238
C -1.70 -1.57 -1.10 -0.199
C -0.40 -1.57 -1.52 -0.078
C -0.90 0.48 -2.70 -0.202
C 0.01 -0.49 -2.33 -0.199
H -3.74 -0.94 -1.42 0.210
H -2.98 1.17 -2.67 0.218
H -2.05 -2.39 -0.42 0.209
H -0.58 1.41 -3.27 0.211
H -0.10 -3.55 -0.62 0.221
H 1.00 -2.39 0.12 0.233
H 1.06 -0.40 -2.65 0.223
H 1.35 -3.13 -1.58 0.214
C -0.20 -0.73 3.31 -0.645
C -1.21 1.35 2.08 -0.068
C -0.22 0.35 2.29 -0.052
C 0.37 1.61 0.52 0.148
C 0.77 0.52 1.23 -0.115
C 1.17 2.25 -0.46 -0.224
C 2.05 -0.09 1.11 -0.190
C 2.47 1.73 -0.53 -0.220
C 2.93 0.66 0.33 -0.242
N -0.68 2.27 1.10 -0.535
H -2.01 1.59 2.74 0.204
H -1.10 3.13 0.93 0.410
H -0.97 -1.44 3.04 0.222
H -0.68 -0.39 4.13 0.220
H 0.68 3.06 -1.00 0.217
H 2.09 -0.97 1.76 0.223
H 3.26 2.10 -1.26 0.215
H 4.00 0.51 0.24 0.212
H 0.73 -1.24 3.56 0.220
```

Calculated values
HOMO energy = -7.66 eV
Largest force on an atom = 7.52 eV/Å
Charge = 0
Energy relative to the best compared isomer or geometry (same formula, charge and spin) = 2.997 eV
LUMO level = 0.902 eV
2S+1 = 1
HOMO-LUMO gap = 0.3147 Ha
SMILES string = Cc1c[nH]c2ccccc12.Cc1ccccc1



Here is a cluster of 2 separate species, C16H17N in total from the OMol25 dataset. Energies are from the ωB97M-V functional and the def2-TZVPD basis.

The geometry in XYZ format:
```
34
Properties=species:S:1:pos:R:3:nbo_charge:R:1
C 1.13 -1.38 -1.88 -0.627
C 0.08 -0.85 -4.06 -0.212
C 1.16 -0.67 -3.21 -0.013
C -0.08 -0.04 -5.18 -0.199
C 0.83 0.97 -5.44 -0.233
C 2.11 0.30 -3.51 -0.223
C 1.92 1.14 -4.60 -0.198
H -0.69 -1.59 -3.88 0.208
H -0.92 -0.18 -5.85 0.209
H 2.11 -1.35 -1.40 0.214
H 0.73 -2.39 -1.97 0.217
H 0.55 1.76 -6.12 0.211
H 2.99 0.45 -2.90 0.209
H 2.65 1.89 -4.84 0.209
H 0.50 -0.80 -1.20 0.227
C -3.40 0.05 3.88 -0.632
C 0.06 0.87 2.62 0.141
C -0.88 -0.07 3.10 -0.096
C -2.11 0.62 3.34 -0.074
C -1.90 1.91 2.99 -0.040
C 1.34 0.50 2.23 -0.236
C 1.68 -0.84 2.29 -0.218
C 0.74 -1.80 2.69 -0.243
C -0.54 -1.43 3.04 -0.191
N -0.57 2.08 2.59 -0.528
H 1.97 1.23 1.74 0.210
H 2.69 -1.16 2.11 0.212
H -0.15 2.99 2.56 0.408
H 1.03 -2.84 2.66 0.211
H -2.49 2.81 2.96 0.207
H -1.31 -2.16 3.25 0.208
H -3.75 0.69 4.69 0.221
H -3.29 -0.99 4.14 0.221
H -4.18 0.25 3.14 0.219
```

Calculated values
HOMO energy = -7.84 eV
Largest force on an atom = 1.60 eV/Å
Charge = 0
Energy relative to the best compared isomer or geometry (same formula, charge and spin) = 0.555 eV
LUMO level = 0.869 eV
2S+1 = 1
HOMO-LUMO gap = 0.3201 Ha
SMILES string = Cc1c[nH]c2ccccc12.Cc1ccccc1



Here is a structure of composition C16H17N2O4Re from the OMol25 dataset. Energies are from the ωB97M-V functional and the def2-TZVPD basis.

The geometry in XYZ format:
```
40
Properties=species:S:1:pos:R:3:nbo_charge:R:1
Re -0.25 0.21 -0.30 1.465
O -4.15 -0.46 1.04 -0.550
C -2.98 -0.08 0.73 0.841
O -2.22 -0.67 -0.07 -0.585
C -2.48 1.18 1.39 0.087
C -3.22 2.03 2.21 -0.104
C -2.58 3.18 2.68 -0.089
C -1.27 3.47 2.30 -0.124
C -0.60 2.55 1.50 0.071
N -1.21 1.43 1.07 -0.486
C 0.82 2.63 0.97 0.838
O 1.64 3.55 1.28 -0.536
O 1.17 1.73 0.17 -0.566
H -4.50 -1.28 0.63 0.569
H -4.24 1.80 2.47 0.295
H -3.11 3.86 3.34 0.293
H -0.81 4.39 2.63 0.271
H 1.40 4.26 1.90 0.554
C -0.65 -0.41 -3.21 -0.446
N 0.40 -0.60 -2.21 -0.419
C 1.61 0.15 -2.62 -0.444
C 0.76 -2.04 -2.09 -0.296
C 1.41 -2.25 -0.76 0.137
C 2.37 -3.22 -0.52 -0.246
C 2.92 -3.37 0.76 0.001
C 2.50 -2.52 1.79 -0.183
C 1.53 -1.55 1.55 -0.157
C 1.00 -1.38 0.28 -0.179
H -0.34 -0.80 -4.18 0.257
H -0.87 0.65 -3.34 0.232
H -1.57 -0.94 -2.92 0.229
H 1.90 -0.13 -3.63 0.255
H 2.44 -0.06 -1.94 0.238
H 1.41 1.23 -2.62 0.230
H 1.40 -2.36 -2.92 0.257
H -0.16 -2.65 -2.14 0.257
H 2.71 -3.86 -1.32 0.264
H 3.66 -4.13 0.94 0.270
H 2.95 -2.61 2.76 0.267
H 1.21 -0.93 2.38 0.234
```

Calculated values
HOMO energy (spin up / spin down) = -18.78 / -18.78 eV
Largest force on an atom = 3.41 eV/Å
Charge = +3
Energy relative to the best compared isomer or geometry (same formula, charge and spin) = 0.000 eV
LUMO level (spin up / spin down) = -12.971 / -12.693 eV
2S+1 = 2
HOMO-LUMO gap (spin up / spin down) = 0.2136 / 0.2237 Ha



Here is an isolated molecule of C16H17N3O3 from the OMol25 dataset. Energies are from the ωB97M-V functional and the def2-TZVPD basis.

The geometry in XYZ format:
```
39
Properties=species:S:1:pos:R:3:nbo_charge:R:1
C -0.63 0.71 -3.65 -0.396
C -0.60 -0.24 -2.74 -0.180
C 0.26 -0.21 -1.51 -0.271
N 0.86 -1.50 -1.23 -0.430
C 0.29 -2.48 -0.49 0.668
O 0.67 -3.63 -0.52 -0.614
C -0.89 -2.10 0.42 -0.171
H -1.79 -1.96 -0.17 0.210
O -0.73 -0.89 1.16 -0.520
C 0.34 -0.83 1.98 0.768
O 1.15 -1.71 2.09 -0.545
C 0.38 0.46 2.68 -0.010
N 1.35 0.73 3.54 -0.148
N 1.13 1.95 4.01 -0.341
C 0.01 2.52 3.49 0.186
C -0.59 3.76 3.70 -0.259
C -1.74 4.02 3.00 -0.193
C -2.29 3.09 2.11 -0.232
C -1.70 1.86 1.90 -0.165
C -0.53 1.56 2.60 -0.138
H -2.13 1.14 1.22 0.229
H -3.19 3.34 1.58 0.217
H -2.24 4.97 3.13 0.217
H -0.17 4.47 4.39 0.219
H 1.77 2.34 4.69 0.412
H -1.02 -2.94 1.11 0.230
C 2.01 -1.86 -2.05 -0.265
C 1.62 -2.15 -3.48 -0.203
C 1.24 -3.36 -3.87 -0.372
H 0.94 -3.55 -4.89 0.195
H 1.22 -4.19 -3.19 0.209
H 1.63 -1.32 -4.16 0.201
H 2.72 -1.03 -2.01 0.198
H 2.45 -2.75 -1.60 0.249
H -0.35 0.11 -0.66 0.239
H 1.06 0.52 -1.64 0.207
H -1.24 -1.11 -2.83 0.202
H -1.28 0.66 -4.51 0.203
H 0.00 1.59 -3.58 0.190
```

Calculated values
HOMO energy = -8.96 eV
Largest force on an atom = 0.81 eV/Å
Charge = 0
Energy relative to the best compared isomer or geometry (same formula, charge and spin) = 2.626 eV
LUMO level = 0.327 eV
2S+1 = 1
HOMO-LUMO gap = 0.3412 Ha
SMILES string = C=CCN(CC=C)C(=O)COC(=O)c1n[nH]c2ccccc12



Table of calculated total energy (a.u.), in record order: -1343.60799; -3174.75384; -674.54649; -674.63624; -1107.55898; -1009.85085